1.
Computed, not measured: an isolated molecule of C6H6 at a distorted geometry, with ωB97M-V/def2-TZVPD.

Structure (ORCA input):
```
! wB97M-V def2-TZVPD RIJCOSX def2/J DEFGRID3
* xyz 0 1
C 2.560 -0.938 -0.052
C 1.554 -0.348 0.225
C -0.087 0.122 0.682
C -0.403 1.387 -0.216
C -1.012 -0.902 0.206
C -1.955 -1.521 -0.228
H 3.457 -1.335 -0.418
H -0.176 0.421 1.659
H -0.325 1.157 -1.218
H 0.366 2.041 0.009
H -1.245 1.925 0.085
H -2.733 -2.009 -0.736
*
```

The LUMO energy comes out at 1.0 eV. The SMILES is C#CC(C)C#C. The relative energy (zero: lowest compared OMol25 entry of this formula, charge and spin) is 122.9 kcal/mol. For the HOMO energy, the calculation gives -10.1 eV.

2.
Computed, not measured: a cluster of 12 separate species, C36H74N6O20 in total at a distorted geometry, with ωB97M-V/def2-TZVPD.

Structure (ORCA input):
```
! wB97M-V def2-TZVPD RIJCOSX def2/J DEFGRID3
* xyz 0 1
C 7.071 -7.017 3.744
C 8.032 -6.005 3.194
C 9.548 -6.294 3.155
O 9.779 -6.827 1.872
C 8.732 -6.508 1.067
O 8.737 -6.665 -0.114
O 7.766 -5.892 1.766
H 7.192 -7.190 4.815
H 7.301 -8.013 3.345
H 6.051 -6.785 3.454
H 7.887 -5.018 3.630
H 9.890 -6.966 3.937
H 10.024 -5.318 3.273
C 5.686 -4.301 -5.865
C 7.104 -4.698 -5.663
C 7.780 -5.351 -6.867
O 9.123 -4.853 -6.804
C 9.169 -3.793 -5.960
O 10.176 -3.240 -5.657
O 7.956 -3.555 -5.434
H 5.210 -3.927 -4.956
H 5.039 -5.111 -6.203
H 5.630 -3.472 -6.577
H 7.235 -5.375 -4.818
H 7.291 -5.127 -7.820
H 7.871 -6.435 -6.812
C 5.870 -9.440 1.171
C 6.575 -10.483 0.332
C 6.973 -9.989 -1.065
O 8.385 -10.268 -1.102
C 8.815 -10.791 0.059
O 9.935 -11.151 0.239
O 7.831 -10.786 0.968
H 5.837 -9.763 2.212
H 4.869 -9.198 0.819
H 6.457 -8.515 1.152
H 5.946 -11.377 0.359
H 6.828 -8.908 -1.060
H 6.520 -10.485 -1.916
C 10.578 -12.379 -5.505
C 10.894 -11.925 -6.917
C 12.119 -11.007 -6.992
O 12.792 -11.459 -8.171
C 12.269 -12.644 -8.575
O 12.624 -13.242 -9.529
O 11.295 -13.051 -7.719
H 10.513 -11.459 -4.927
H 11.359 -13.045 -5.144
H 9.634 -12.921 -5.513
H 10.007 -11.459 -7.354
H 12.750 -11.120 -6.111
H 11.791 -9.979 -7.128
C 1.986 -6.936 -3.252
N 2.820 -7.154 -2.088
C 2.323 -6.704 -0.813
C 4.037 -7.727 -2.196
O 4.734 -8.030 -1.239
H 1.123 -7.614 -3.231
H 2.552 -7.140 -4.160
H 1.546 -5.937 -3.234
H 2.474 -5.629 -0.679
H 1.246 -6.877 -0.729
H 2.784 -7.267 -0.007
H 4.334 -7.834 -3.247
C 9.152 -6.911 -3.242
N 8.811 -8.258 -3.684
C 9.766 -9.308 -3.538
C 7.652 -8.500 -4.298
O 6.823 -7.628 -4.555
H 10.216 -6.869 -3.023
H 8.522 -6.598 -2.413
H 9.017 -6.222 -4.083
H 10.219 -9.296 -2.545
H 9.294 -10.291 -3.519
H 10.569 -9.294 -4.280
H 7.593 -9.531 -4.683
C 12.212 -8.715 0.855
N 12.682 -7.362 1.098
C 13.117 -6.580 -0.036
C 12.888 -6.946 2.358
O 12.569 -7.603 3.343
H 13.135 -9.321 0.836
H 11.631 -8.844 -0.054
H 11.660 -9.179 1.667
H 13.799 -5.788 0.258
H 13.534 -7.243 -0.797
H 12.253 -6.110 -0.528
H 13.420 -5.995 2.496
C 11.105 -3.402 -2.318
N 12.434 -3.982 -2.191
C 12.789 -4.982 -3.182
C 13.389 -3.448 -1.391
O 14.582 -3.631 -1.495
H 11.049 -2.545 -1.645
H 10.357 -4.121 -1.972
H 10.922 -3.090 -3.344
H 13.833 -5.256 -3.058
H 12.049 -5.780 -3.196
H 12.777 -4.526 -4.187
H 12.954 -2.809 -0.601
C 11.819 -6.103 -6.995
N 12.919 -7.038 -6.992
C 13.196 -7.711 -5.758
C 13.779 -7.191 -8.030
O 14.709 -7.968 -8.044
H 10.886 -6.635 -6.808
H 11.749 -5.625 -7.973
H 11.973 -5.310 -6.261
H 13.689 -8.669 -5.878
H 13.858 -7.095 -5.129
H 12.294 -7.809 -5.151
H 13.549 -6.510 -8.868
C 7.808 -13.003 -9.230
N 7.824 -12.924 -7.794
C 8.013 -14.160 -7.084
C 7.533 -11.787 -7.133
O 7.389 -11.664 -5.935
H 7.520 -12.028 -9.632
H 7.077 -13.718 -9.615
H 8.783 -13.259 -9.648
H 9.013 -14.584 -7.177
H 7.866 -14.020 -6.010
H 7.228 -14.873 -7.351
H 7.409 -10.916 -7.806
C 12.510 -11.127 -2.332
O 12.768 -9.836 -2.851
H 11.556 -11.500 -2.700
H 13.286 -11.866 -2.564
H 12.450 -11.160 -1.238
H 13.358 -9.399 -2.232
C 4.564 -8.206 -7.116
O 4.280 -8.265 -5.740
H 3.668 -8.518 -7.654
H 4.870 -7.207 -7.443
H 5.345 -8.923 -7.407
H 5.099 -8.069 -5.258
*
```

The LUMO energy comes out at 0.2 eV. The SMILES is C[C@H]1COC(=O)O1.C[C@H]1COC(=O)O1.C[C@H]1COC(=O)O1.C[C@H]1COC(=O)O1.CN(C)C=O.CN(C)C=O.CN(C)C=O.CN(C)C=O.CN(C)C=O.CN(C)C=O.CO.CO. For the HOMO energy, the calculation gives -9.0 eV.

3.
Computed, not measured: a cluster of 14 separate species, C20H68N4O14 in total at a distorted geometry, with ωB97M-V/def2-TZVPD.

Structure (ORCA input):
```
! wB97M-V def2-TZVPD RIJCOSX def2/J DEFGRID3
* xyz 0 1
C 3.098 -2.807 -0.638
C 3.406 -2.396 0.776
O 3.504 -3.608 1.526
H 3.924 -3.204 -1.240
H 2.602 -1.987 -1.206
H 2.292 -3.512 -0.632
H 2.601 -1.753 1.198
H 4.321 -1.810 0.839
H 4.189 -3.641 2.174
C -3.305 1.683 -3.458
C -2.197 1.178 -2.525
O -1.302 0.250 -3.103
H -4.052 2.218 -2.942
H -3.750 0.845 -3.948
H -2.977 2.431 -4.245
H -2.586 0.527 -1.717
H -1.611 2.018 -2.108
H -0.454 0.699 -3.358
C 3.883 0.416 -1.660
C 3.905 1.870 -1.345
O 2.949 2.473 -2.207
H 4.043 0.167 -2.668
H 2.972 0.009 -1.294
H 4.644 -0.169 -1.116
H 4.980 2.079 -1.580
H 3.802 2.011 -0.232
H 2.676 3.221 -1.732
C 0.170 -0.145 -0.332
C 0.160 0.044 1.209
O -0.832 0.958 1.642
H 0.365 0.784 -0.819
H -0.837 -0.494 -0.614
H 0.996 -0.769 -0.612
H 1.172 0.401 1.389
H -0.042 -0.887 1.720
H -0.704 0.935 2.569
C 2.959 0.125 -5.324
C 1.879 1.085 -4.717
O 1.317 0.612 -3.512
H 2.464 -0.839 -5.523
H 3.773 0.119 -4.660
H 3.350 0.441 -6.338
H 1.033 1.273 -5.459
H 2.322 2.050 -4.610
H 1.969 0.907 -2.828
C 1.784 2.722 2.607
C 2.148 4.141 2.960
O 2.041 5.148 1.923
H 2.172 2.401 1.594
H 0.701 2.684 2.710
H 2.189 2.103 3.350
H 3.168 4.143 3.311
H 1.500 4.458 3.744
H 2.683 5.825 2.070
C 0.765 -2.949 -3.004
O 1.009 -4.292 -2.834
N 1.641 -2.130 -3.527
N -0.311 -2.376 -2.666
H 2.530 -2.573 -3.753
H 1.590 -1.104 -3.605
H -1.169 -2.969 -2.434
H -0.501 -1.402 -2.740
C -4.342 -1.400 -0.480
O -3.006 -1.838 -0.249
N -5.186 -1.325 0.478
N -4.780 -1.100 -1.678
H -4.806 -1.478 1.419
H -6.147 -1.182 0.358
H -4.217 -1.323 -2.585
H -5.561 -0.514 -1.886
C 0.973 -2.516 4.004
O 2.078 -3.409 3.946
H 1.203 -1.774 3.268
H 0.783 -2.134 4.966
H -0.005 -2.994 3.770
H 1.731 -4.294 3.968
C -4.011 2.198 0.664
O -3.374 1.579 1.726
H -3.645 3.128 0.251
H -4.986 2.545 0.983
H -4.095 1.448 -0.120
H -2.588 1.188 1.343
C 0.071 3.579 -0.443
O -0.742 3.496 0.721
H -0.130 2.927 -1.252
H 1.091 3.462 -0.108
H 0.020 4.575 -0.923
H -0.759 2.686 1.177
C -0.439 -3.910 0.489
O -1.464 -3.547 1.377
H 0.054 -3.023 0.079
H -0.926 -4.407 -0.359
H 0.146 -4.667 0.941
H -2.032 -2.938 0.918
C -1.514 1.394 4.973
O -0.481 0.647 4.345
H -1.354 2.439 4.824
H -1.653 1.175 6.030
H -2.464 1.390 4.429
H 0.255 0.623 4.950
C -3.150 -1.592 3.060
O -4.472 -2.090 2.968
H -2.862 -1.160 2.085
H -2.427 -2.327 3.370
H -3.032 -0.911 3.857
H -4.766 -2.258 3.897
*
```

The LUMO energy comes out at 0.3 eV. The relative energy (zero: lowest compared OMol25 entry of this formula, charge and spin) is 125.9 kcal/mol. For the HOMO energy, the calculation gives -8.2 eV.

For each record above, in turn, the calculated HOMO-LUMO gap values are 11.07 9.20 8.48 eV.